Record 1
ORCA calculation (wB97M-V/def2-TZVPD) on a single C5H12FN2O3PS2 molecule.

Values from the calculation:
HOMO level (alpha / beta)	-0.3218 / -0.3224	Eh
ΔE to the lowest compared entry with this formula, charge and spin	89.83	kcal per mole
frontier orbital gap (alpha / beta)	6.76 / 6.79	eV
LUMO (alpha / beta)	-1.993 / -1.987	eV

Geometry as ORCA input:
```
! wB97M-V def2-TZVPD RIJCOSX def2/J DEFGRID3
* xyz 0 1
C -2.644 0.372 -0.151
C 2.111 -0.179 1.438
C 2.763 0.203 -0.957
C -2.587 1.893 0.212
C 1.969 -0.624 -0.100
N -1.364 2.388 -0.306
N 0.627 -0.461 -0.533
O -1.671 -0.021 -1.013
O 0.042 -2.330 0.998
O -1.261 -2.455 -0.965
F -3.937 0.054 -0.670
P -0.710 -1.353 0.009
S -2.322 -0.689 1.292
S 0.130 2.025 0.299
H 1.510 0.693 1.458
H 1.685 -0.821 2.174
H 3.073 0.190 1.708
H 3.880 0.117 -0.856
H 2.737 1.257 -0.891
H 2.542 -0.002 -2.028
H -2.521 1.894 1.260
H -3.449 2.427 -0.168
H 2.184 -1.748 -0.270
H -1.285 2.259 -1.377
H -0.393 -3.120 1.263
H -1.110 -1.969 -1.826
*
```

***

Record 2
ORCA calculation (wB97M-V/def2-TZVPD) on a 2-piece molecular cluster, C5H12IN2 overall.

Values from the calculation:
HOMO level	-0.4833	Eh
ΔE to the lowest compared entry with this formula, charge and spin	51.97	kcal per mole
frontier orbital gap	8.00	eV
LUMO	-5.149	eV

Geometry as ORCA input:
```
! wB97M-V def2-TZVPD RIJCOSX def2/J DEFGRID3
* xyz 1 1
C 1.639 -1.715 0.147
C -0.643 0.713 1.161
C -0.865 1.825 -1.057
C -2.557 0.150 -0.415
C -1.371 0.887 0.032
N 1.740 -0.611 0.828
N 2.650 -2.250 -0.471
I 3.508 0.545 1.182
H -1.115 0.071 1.978
H 0.749 -0.160 1.089
H 0.010 1.468 1.574
H -1.528 2.741 -1.268
H -0.861 1.267 -1.987
H 0.097 2.217 -0.863
H -2.587 -0.791 0.160
H -3.337 0.817 -0.053
H 0.812 -2.382 0.369
H -2.602 0.054 -1.479
H 2.817 -3.168 -0.552
H 3.442 -1.677 -0.375
*
```

***

Record 3
ORCA calculation (wB97M-V/def2-TZVPD) on an isolated ion of composition C5H12IN2 and charge +1.

Values from the calculation:
HOMO level	-0.4685	Eh
ΔE to the lowest compared entry with this formula, charge and spin	48.03	kcal per mole
SMILES	C/C=[NH+]/CCNCI
frontier orbital gap	8.22	eV
LUMO	-4.532	eV

Geometry as ORCA input:
```
! wB97M-V def2-TZVPD RIJCOSX def2/J DEFGRID3
* xyz 1 1
C 0.320 2.714 -0.216
C 0.740 1.318 -0.146
N 0.565 0.600 0.853
C 1.139 -0.753 0.861
C 0.541 -1.640 -0.216
N -0.829 -2.066 -0.147
C -1.766 -1.264 -0.772
I -2.521 0.581 0.330
H 0.863 3.495 0.385
H -0.776 3.057 0.049
H 0.315 2.974 -1.260
H 1.332 0.952 -1.027
H 0.046 0.728 1.783
H 1.132 -1.157 1.979
H 2.203 -0.755 0.774
H 0.685 -1.200 -1.169
H 1.244 -2.496 -0.126
H -1.093 -2.355 0.742
H -2.668 -1.879 -0.853
H -1.471 -0.853 -1.826
*
```

***

Record 4
ORCA calculation (wB97M-V/def2-TZVPD) on a 2-piece molecular cluster, C5H12IN2 overall.

Values from the calculation:
HOMO level	-0.4802	Eh
ΔE to the lowest compared entry with this formula, charge and spin	66.45	kcal per mole
frontier orbital gap	9.10	eV
LUMO	-3.967	eV

Geometry as ORCA input:
```
! wB97M-V def2-TZVPD RIJCOSX def2/J DEFGRID3
* xyz 1 1
C -0.253 0.393 1.711
C 1.343 2.326 -0.313
C 0.840 -0.811 -1.706
C -1.785 -1.521 1.264
C 0.110 0.470 -1.206
N 0.664 1.298 -0.202
N -0.553 -0.855 1.629
I 2.233 3.063 -2.050
H 0.768 0.368 2.197
H -1.049 1.183 1.727
H 1.555 2.993 0.573
H 1.213 -1.450 -0.819
H 0.305 -1.232 -2.485
H 1.724 -0.455 -2.205
H -1.869 -2.384 1.907
H -2.682 -0.833 1.429
H -1.720 -1.893 0.278
H -0.135 0.871 -2.258
H -0.824 0.032 -0.905
H 0.114 -1.560 1.436
*
```

***

Record 5
ORCA calculation (wB97M-V/def2-TZVPD) on C5H12InNO4 as an isolated structure.

Values from the calculation:
HOMO level	-0.6458	Eh
ΔE to the lowest compared entry with this formula, charge and spin	27.65	kcal per mole
frontier orbital gap	3.20	eV
LUMO	-14.374	eV

Geometry as ORCA input:
```
! wB97M-V def2-TZVPD RIJCOSX def2/J DEFGRID3
* xyz 2 1
In -5.987 14.430 27.395
O -3.331 18.731 27.481
C -3.656 17.433 27.616
O -4.597 17.003 26.903
O -2.867 16.717 28.253
H -4.094 18.812 26.852
C -9.728 16.500 29.909
C -8.851 15.616 29.045
C -9.650 14.796 28.002
O -8.855 14.018 27.069
C -9.694 13.347 26.146
N -7.938 16.503 28.309
H -10.278 17.355 29.514
H -9.298 16.875 30.841
H -10.476 15.877 30.417
H -8.245 14.978 29.691
H -10.230 15.522 27.426
H -10.317 14.068 28.464
H -10.483 12.713 26.550
H -9.022 12.759 25.519
H -10.164 14.015 25.418
H -8.614 17.084 27.809
H -7.405 17.189 28.840
*
```

***

Record 6
ORCA calculation (wB97M-V/def2-TZVPD) on a 2-piece molecular cluster, C5H12N overall.

Values from the calculation:
HOMO level	-0.5161	Eh
ΔE to the lowest compared entry with this formula, charge and spin	44.02	kcal per mole
frontier orbital gap	8.71	eV
LUMO	-5.332	eV

Geometry as ORCA input:
```
! wB97M-V def2-TZVPD RIJCOSX def2/J DEFGRID3
* xyz 1 1
C 0.048 -2.447 1.022
N 0.967 -1.624 1.292
H -0.174 -3.269 1.687
H -0.499 -2.322 0.092
H 1.183 -0.850 0.629
H 1.522 -1.725 2.137
C -1.915 1.844 -0.709
C -0.676 1.336 0.022
C 0.170 0.471 -0.860
C 1.501 0.504 -0.923
H -2.473 1.027 -1.168
H -2.592 2.356 -0.032
H -1.634 2.529 -1.506
H -0.987 0.772 0.907
H -0.104 2.191 0.374
H -0.384 -0.215 -1.504
H 2.044 -0.083 -1.648
H 2.033 1.250 -0.340
*
```